Record 1
28
Properties=species:S:1:pos:R:3:forces:R:3 method="wB97M-V/def2-TZVPD" lumo_energy_ev="-5.227 / -5.227" homo_ev="-11.9 / -11.9" charge=+1 de_lowest_kcal_mol=34.37
C 3.050 -0.789 0.352 0.14 0.03 0.03
C 2.410 -1.990 0.036 -0.14 0.35 0.02
C 2.324 0.366 0.432 -0.11 -0.02 -0.07
C 1.044 -2.026 -0.137 -0.19 -0.01 -0.12
C 0.925 0.394 0.156 0.06 -0.35 0.13
C 0.266 -0.871 -0.023 0.47 0.13 0.15
C -1.787 -0.243 0.966 1.07 1.30 0.70
C 0.331 1.645 -0.081 -0.41 -0.47 0.02
C -0.821 1.825 -0.994 -0.14 -0.09 -0.23
C 0.909 2.899 0.440 0.14 0.12 0.28
C -1.754 -2.073 -0.682 -0.19 -0.19 -0.21
N -1.114 -0.974 0.039 -0.49 -0.40 -0.30
N -3.082 -0.373 1.059 -0.55 -0.51 -0.45
H 4.114 -0.776 0.524 0.09 0.04 0.00
H 2.980 -2.904 -0.027 0.04 -0.10 0.00
H 2.838 1.294 0.621 0.06 0.11 0.04
H 0.571 -2.983 -0.289 -0.09 -0.04 0.02
H -1.694 2.186 -0.448 0.03 0.01 0.08
H -1.088 0.920 -1.529 -0.03 0.04 0.02
H -0.573 2.607 -1.716 0.09 0.06 0.04
H 0.118 3.631 0.596 -0.05 0.00 -0.03
H 1.586 3.337 -0.298 0.02 -0.01 -0.12
H 1.457 2.760 1.367 0.02 0.00 0.01
H -1.120 -2.403 -1.501 -0.09 0.00 0.00
H -2.688 -1.712 -1.114 0.06 -0.06 -0.04
H -1.971 -2.917 -0.024 0.02 0.02 -0.01
H -3.550 0.122 1.803 0.07 0.00 -0.11
H -3.684 -0.950 0.472 0.09 0.02 0.15

=====

Record 2
13
Properties=species:S:1:pos:R:3:forces:R:3 method="wB97M-V/def2-TZVPD" lumo_energy_ev=0.179 homo_ev=-10.0 de_lowest_kcal_mol=120.56
C 0.978 0.912 0.114 -0.66 -0.69 0.14
C -0.433 1.594 0.468 1.95 -3.12 0.54
C -0.053 -1.083 -0.691 0.32 0.21 -0.06
C 1.109 -0.589 0.072 1.40 3.23 -0.33
N 1.902 0.562 -0.688 -1.71 0.85 1.29
O -2.183 -0.451 0.947 0.92 -0.02 0.34
O -2.144 0.460 -1.298 0.71 0.17 -0.27
S -1.381 0.061 -0.140 -2.86 -0.20 0.35
H -0.681 1.601 1.587 0.72 0.27 -1.74
H -0.810 2.390 -0.143 0.19 0.51 -0.13
H -0.137 -0.728 -1.759 0.89 -1.19 0.74
H -0.055 -2.155 -0.437 -1.47 0.38 -0.60
H 1.692 -1.070 0.848 -0.42 -0.40 -0.28

=====

Record 3
13
Properties=species:S:1:pos:R:3:forces:R:3 method="wB97M-V/def2-TZVPD" lumo_energy_ev=1.191 homo_ev=-8.8 de_lowest_kcal_mol=72.04
C 0.411 -1.193 0.127 0.00 -0.17 0.02
C 1.084 0.102 -0.254 0.16 -0.08 -0.09
C -0.082 0.983 -0.745 -0.13 0.29 -0.19
C 0.236 0.898 0.705 0.13 0.20 0.35
N -1.400 0.330 -0.512 0.13 -0.14 -0.19
C -0.754 -0.297 0.652 -0.21 -0.25 0.44
H 0.924 -1.711 0.940 -0.07 0.06 -0.05
H 0.195 -1.884 -0.700 -0.11 0.02 0.26
H 2.122 0.246 -0.545 -0.31 0.11 -0.08
H 0.140 1.829 -1.393 -0.49 -0.24 0.08
H 0.327 1.708 1.414 0.35 -0.14 -0.03
H -1.813 -0.355 -1.150 0.56 0.25 -0.38
H -1.390 -0.657 1.461 0.00 0.10 -0.13

=====

Record 4
74
Properties=species:S:1:pos:R:3:forces:R:3 method="wB97M-V/def2-TZVPD" lumo_energy_ev="-1.220 / -3.482" homo_ev="-8.9 / -8.9" spin_multiplicity=2 de_lowest_kcal_mol=60.78
Cu -11.398 1.139 -21.524 1.35 0.15 1.82
C -9.360 -0.315 -20.458 2.99 0.80 0.35
O -9.218 0.816 -20.999 -0.17 1.73 -1.46
O -10.524 -0.611 -20.385 -6.64 -1.68 -0.19
O -8.464 -1.006 -20.014 1.44 -0.79 0.54
C -5.988 4.806 -15.440 -0.37 -0.09 -0.71
O -6.250 3.809 -16.433 -0.44 -1.46 -0.47
C -7.155 2.840 -16.224 -1.75 -0.29 2.94
O -7.952 2.801 -15.228 2.82 -0.10 -4.05
O -7.007 1.930 -17.232 -1.25 -0.32 1.05
C -7.892 0.738 -17.223 0.10 0.13 -0.36
H -5.197 5.363 -15.942 -0.07 0.26 0.49
H -5.647 4.371 -14.501 -0.18 0.02 -0.08
H -6.898 5.398 -15.342 0.22 0.14 0.42
H -7.604 0.036 -18.006 0.91 0.46 0.01
H -8.910 0.955 -17.546 -0.09 0.66 0.54
H -7.889 0.167 -16.295 0.13 0.59 0.22
C -11.487 5.555 -21.217 -0.37 0.09 -0.28
C -10.902 4.290 -20.649 -0.73 0.71 0.78
O -10.825 3.272 -21.310 0.11 -1.53 -1.40
N -10.554 4.309 -19.363 -0.66 0.54 0.21
C -9.926 3.212 -18.675 0.87 0.16 0.27
H -12.242 5.993 -20.564 -0.01 -0.14 0.18
H -11.981 5.273 -22.147 0.15 0.22 -0.01
H -10.758 6.346 -21.398 0.20 -0.24 -0.08
H -10.802 5.132 -18.833 0.27 -0.10 -0.08
H -10.303 3.112 -17.657 -0.14 -0.06 -0.12
H -8.874 3.490 -18.612 0.26 -0.45 0.25
H -9.989 2.273 -19.225 -0.27 0.27 0.00
O -7.758 -3.577 -24.262 -0.55 -0.14 0.15
C -8.281 -2.902 -23.377 1.21 -0.78 -2.14
N -7.478 -2.178 -22.589 -0.88 0.55 0.84
C -9.773 -2.874 -23.241 -0.26 -0.73 1.08
H -7.898 -1.683 -21.816 0.63 -0.07 0.03
H -6.482 -2.315 -22.682 -0.23 0.16 0.11
H -10.145 -3.762 -23.751 -0.05 0.46 -0.51
H -10.269 -1.947 -23.528 0.18 -0.09 -0.20
H -10.031 -3.095 -22.205 -0.06 0.39 0.34
O -8.923 -3.234 -15.592 -0.81 0.17 2.27
C -9.114 -2.561 -16.576 -0.96 -1.32 0.54
N -8.202 -2.712 -17.521 0.37 1.32 -2.75
C -10.450 -1.786 -16.816 1.35 -0.19 -0.09
H -7.380 -3.275 -17.353 -0.33 0.08 0.14
H -8.392 -2.363 -18.449 0.39 0.10 -0.03
H -10.650 -1.698 -17.884 -0.14 -0.21 0.00
H -10.400 -0.767 -16.434 0.15 -0.03 0.20
H -11.214 -2.333 -16.263 0.02 0.04 -0.21
O -5.608 3.214 -22.859 0.50 0.22 0.29
C -6.420 2.405 -22.458 -0.14 -0.32 -1.60
N -7.441 2.700 -21.654 -1.12 0.39 1.16
C -6.449 0.977 -23.017 -0.25 0.29 0.44
H -7.613 3.617 -21.267 0.58 0.03 -0.33
H -8.153 2.017 -21.437 0.41 0.10 -0.13
H -7.359 0.426 -22.779 0.06 0.15 0.24
H -5.604 0.450 -22.575 0.11 -0.14 -0.43
H -6.421 1.030 -24.105 0.50 -0.01 0.11
O -12.797 1.369 -19.891 -1.11 0.18 0.05
C -13.395 0.716 -19.012 0.38 0.06 0.69
N -13.012 -0.571 -18.822 -0.44 0.80 -0.07
C -14.533 1.308 -18.108 0.82 -0.40 -0.82
H -12.249 -0.820 -19.434 0.22 -0.35 0.19
H -13.160 -1.115 -17.984 -0.28 0.25 -0.19
H -15.481 1.148 -18.623 -0.02 -0.24 0.02
H -14.472 2.385 -17.954 0.48 -0.10 -0.24
H -14.558 0.827 -17.130 0.00 -0.15 -0.16
O -3.888 -2.059 -19.578 1.97 0.66 0.64
C -4.925 -1.436 -19.703 2.78 0.25 -0.06
N -5.947 -2.166 -20.022 -4.63 -0.44 -0.78
C -5.022 0.101 -19.604 -0.11 -1.72 0.24
H -5.919 -3.164 -20.173 0.66 0.28 0.24
H -6.864 -1.744 -20.065 0.18 -0.11 -0.08
H -5.913 0.435 -20.136 0.17 0.39 0.13
H -4.077 0.487 -19.985 -0.29 0.14 -0.07
H -5.081 0.300 -18.534 -0.12 0.40 -0.06